58
Properties=species:S:1:pos:R:3 method="wB97M-V/def2-TZVPD" de_lowest_kcal_mol=23.16 multiplicity=2 fmax_ev_per_a=1.4 e_homo_ev="-7.243 / -7.439"
Ti -0.1267 -0.2006 -0.4072
N 1.7069 -0.4393 0.7384
N 2.9975 -0.0843 0.3787
C 3.1402 0.6605 -0.7250
N 4.3727 1.1164 -0.9867
S 1.8247 1.0486 -1.6757
H 1.3332 0.1979 1.4336
H 1.6960 -1.3832 1.0891
H 3.7182 -0.0738 1.0813
H 5.1857 0.7397 -0.5306
H 4.5013 1.6351 -1.8365
C -0.6115 3.3182 2.3985
C -1.3762 2.7517 3.4150
C -1.6545 1.3989 3.3815
C -1.1658 0.6085 2.3358
C -0.4237 1.1585 1.2828
C -0.1607 2.5289 1.3484
C -1.3596 -0.8546 2.3164
C -2.3495 -1.4961 3.1023
C -2.4240 -2.8504 3.1218
C -1.4732 -3.6120 2.4055
C -1.4362 -5.0202 2.4753
C -0.4759 -5.7254 1.8074
C 0.4790 -5.0358 1.0389
C 0.4476 -3.6726 0.9378
C -0.5310 -2.9168 1.6172
N -0.5287 -1.5374 1.5318
H -0.3858 4.3787 2.4193
H -1.7461 3.3631 4.2286
H -2.2324 0.9590 4.1889
H 0.3975 3.0026 0.5454
H -3.0555 -0.8942 3.6557
H -3.1899 -3.3611 3.6942
H -2.1812 -5.5276 3.0778
H -0.4505 -6.8055 1.8605
H 1.2346 -5.5901 0.4970
H 1.1504 -3.1735 0.2939
Cl -2.6507 0.9443 -4.2561
C -3.4224 0.7485 -2.7032
C -4.7599 0.3785 -2.7173
C -5.4704 0.2875 -1.5334
C -4.8321 0.5959 -0.3404
C -3.4929 0.9474 -0.3425
C -2.7276 1.0076 -1.5152
C -1.2644 1.3203 -1.4491
H -5.2378 0.1756 -3.6675
H -6.5138 -0.0046 -1.5479
H -5.3783 0.5636 0.5959
H -3.0119 1.2015 0.5926
H -1.1232 2.2996 -0.9943
H -0.8560 1.3795 -2.4604
F -1.6076 -1.7169 -1.0860
P -0.8031 -2.4559 -2.3846
F -0.5969 -0.9939 -3.0115
F 0.5913 -2.0927 -1.4524
F -2.1623 -2.6562 -3.1450
F -0.9302 -3.8363 -1.6135
F 0.0997 -3.1052 -3.5067